{
  "formula": "C31H28CsN9O2S2",
  "method": "wB97M-V/def2-TZVPD",
  "species": ["Cs", "C", "C", "N", "C", "S", "N", "N", "C", "C", "C", "C", "C", "C", "C", "N", "H", "H", "H", "H", "H", "H", "H", "H", "H", "H", "H", "H", "H", "N", "C", "N", "C", "N", "N", "C", "C", "C", "C", "C", "C", "N", "C", "C", "C", "C", "C", "C", "H", "H", "H", "H", "H", "H", "H", "H", "H", "H", "H", "O", "C", "O", "C", "C", "C", "C", "C", "C", "S", "H", "H", "H", "H"],
  "positions_angstrom": [[0.90569, -2.59732, -1.29130], [-0.62787, 7.47017, 3.14796], [-1.98974, 6.88762, 2.77549], [-2.07013, 6.39071, 1.41923], [-1.39569, 5.23553, 1.02795], [-1.20519, 4.99424, -0.66494], [-0.97285, 4.48844, 2.01093], [-0.50767, 3.23859, 1.65308], [0.61989, 2.91173, 2.14648], [1.47096, 3.87055, 2.93348], [1.12283, 1.52295, 1.92940], [2.37047, 1.32155, 1.34014], [2.83327, 0.02770, 1.16098], [2.04952, -1.02965, 1.59753], [0.81489, -0.73210, 2.15794], [0.34737, 0.50920, 2.32427], [-0.61928, 7.81215, 4.18677], [-0.37887, 8.31874, 2.50600], [0.13968, 6.70657, 3.02658], [-2.76860, 7.64664, 2.89707], [-2.22632, 6.06272, 3.44728], [-2.09631, 7.07324, 0.67970], [0.91198, 4.21563, 3.80641], [1.69541, 4.75675, 2.33614], [2.39917, 3.40153, 3.25736], [2.95194, 2.17537, 1.01339], [3.78760, -0.16774, 0.68717], [2.36549, -2.06451, 1.50553], [0.17748, -1.54336, 2.49423], [-2.00712, 1.57632, -0.12057], [-1.28697, 0.56706, -0.61077], [-1.69552, -0.36080, -1.41988], [-3.02160, -0.31957, -1.83771], [-3.49807, -1.18074, -2.66834], [-2.60525, -2.17448, -3.01368], [-1.95110, -1.98337, -4.07873], [-0.81414, -2.86227, -4.42058], [0.27717, -2.27596, -5.05524], [1.46291, -2.98956, -5.14592], [1.51211, -4.26710, -4.61974], [0.34632, -4.79513, -4.07504], [-0.79465, -4.12182, -3.97271], [-3.89502, 0.74916, -1.32192], [-5.24507, 0.85086, -1.66275], [-6.01339, 1.88225, -1.16573], [-5.43894, 2.83524, -0.31848], [-4.11074, 2.75341, 0.03440], [-3.33938, 1.70038, -0.46614], [-1.54180, 2.26291, 0.50431], [-0.25416, 0.54965, -0.27439], [-2.07886, -1.06860, -4.66490], [0.20778, -1.25392, -5.40686], [2.34569, -2.53675, -5.58004], [2.42943, -4.83516, -4.57469], [0.35046, -5.79619, -3.65988], [-5.66158, 0.10186, -2.32291], [-7.06006, 1.95700, -1.43408], [-6.03838, 3.65373, 0.06069], [-3.64331, 3.49755, 0.66613], [2.78143, -4.86453, -1.75581], [3.35052, -4.36765, -0.75148], [3.68832, -3.16016, -0.62511], [3.62373, -5.28324, 0.42421], [4.81686, -5.99348, 0.44150], [5.14555, -6.84426, 1.48949], [4.24490, -6.97846, 2.53916], [3.05030, -6.27612, 2.52693], [2.69410, -5.40969, 1.47866], [1.15460, -4.56425, 1.53134], [5.50332, -5.87043, -0.39067], [6.08370, -7.38837, 1.48600], [4.47229, -7.63444, 3.37402], [2.34847, -6.38450, 3.34569]],
  "forces_ev_per_angstrom": [[-0.2565, -0.0363, -0.0305], [-0.0030, -0.0004, -0.0002], [-0.0005, 0.0011, -0.0016], [0.0031, -0.0019, 0.0011], [-0.0016, 0.0063, -0.0243], [-0.0070, 0.0007, 0.0039], [-0.0217, 0.0015, 0.0313], [0.0197, 0.0128, 0.0288], [0.0313, 0.0020, 0.0179], [0.0015, 0.0081, 0.0023], [-0.0421, -0.0380, -0.0226], [0.0014, 0.0124, -0.0042], [0.0166, 0.0137, -0.0031], [0.0049, -0.0095, 0.0225], [0.0281, 0.0316, 0.0335], [0.0188, 0.0132, -0.0080], [0.0014, -0.0001, 0.0005], [0.0011, -0.0007, -0.0011], [0.0006, 0.0014, 0.0005], [0.0006, 0.0012, 0.0006], [0.0001, 0.0003, 0.0009], [-0.0009, -0.0021, -0.0016], [0.0020, -0.0005, 0.0009], [-0.0021, -0.0030, -0.0025], [-0.0018, -0.0022, 0.0002], [-0.0017, 0.0025, 0.0063], [-0.0001, -0.0137, 0.0033], [-0.0138, -0.0012, -0.0363], [-0.0057, 0.0019, -0.0031], [-0.0990, -0.0310, -0.0223], [-0.0282, 0.0465, 0.0491], [0.0679, 0.0267, 0.0247], [-0.0030, -0.0268, 0.0037], [0.0067, -0.0053, 0.0025], [-0.0089, 0.0018, 0.0012], [0.0128, 0.0101, 0.0098], [0.0177, -0.0073, -0.0181], [0.0222, -0.0208, -0.0167], [0.0279, -0.0235, -0.0037], [0.0160, -0.0358, 0.0064], [-0.0145, 0.0123, -0.0035], [0.0241, 0.0199, 0.0206], [-0.0100, -0.0059, -0.0063], [0.0036, 0.0060, 0.0036], [-0.0058, -0.0024, -0.0034], [0.0054, 0.0070, 0.0058], [-0.0072, -0.0017, -0.0220], [0.0441, -0.0210, 0.0070], [0.0647, 0.0053, -0.0099], [-0.0021, -0.0014, -0.0185], [-0.0007, -0.0026, 0.0002], [0.0016, -0.0017, -0.0044], [-0.0017, -0.0002, -0.0031], [-0.0010, -0.0001, 0.0013], [0.0026, -0.0006, 0.0056], [0.0004, 0.0000, -0.0007], [0.0008, 0.0021, 0.0003], [-0.0021, 0.0009, -0.0011], [0.0109, 0.0080, 0.0077], [0.0326, 0.0301, -0.0873], [0.0307, 0.0581, 0.0539], [-0.0043, -0.0162, 0.0002], [-0.0072, -0.0055, -0.0076], [0.0010, 0.0055, 0.0012], [-0.0026, -0.0006, 0.0012], [0.0003, -0.0010, 0.0002], [-0.0002, -0.0036, 0.0010], [-0.0041, 0.0006, 0.0174], [0.0410, -0.0240, -0.0159], [-0.0013, -0.0009, 0.0008], [-0.0011, -0.0011, 0.0017], [-0.0008, -0.0015, 0.0011], [-0.0016, 0.0004, 0.0006]],
  "homo_ev": -1.5,
  "orbital_gap_ev": 5.04,
  "spin_multiplicity": 1,
  "largest_force_ha_per_bohr": 0.0051,
  "de_lowest_kj_mol": 6.37,
  "total_charge": -2,
  "energy_ha": -2658.03616
}


{
  "formula": "C31H28FNbO5P",
  "method": "wB97M-V/def2-TZVPD",
  "species": ["C", "C", "C", "F", "Nb", "P", "O", "H", "H", "H", "H", "H", "H", "H", "H", "H", "H", "H", "H", "C", "C", "C", "C", "C", "C", "C", "O", "C", "C", "C", "C", "C", "C", "C", "O", "H", "H", "H", "H", "H", "H", "H", "H", "C", "C", "C", "C", "C", "C", "C", "O", "C", "C", "C", "C", "C", "C", "C", "O", "H", "H", "H", "H", "H", "H", "H", "H"],
  "positions_angstrom": [[0.55293, 7.03606, 0.06689], [0.19610, 8.21462, -1.01645], [-0.81704, 7.76543, -2.22463], [-1.02144, 8.99866, -3.07233], [-2.88948, 7.09490, -1.55853], [-2.03231, 4.68764, -1.53302], [-3.22408, 3.61245, -1.66783], [1.47695, 6.35787, -0.26559], [-0.37357, 6.39209, 0.41181], [0.93132, 7.59080, 1.05399], [1.22739, 8.50739, -1.54184], [-0.15123, 9.18413, -0.44646], [-0.37059, 6.88157, -2.89073], [-3.40351, 6.88846, -3.31249], [-4.57239, 6.59649, -1.10201], [-2.55103, 7.35577, 0.20404], [-3.50482, 8.81152, -1.65252], [-1.27043, 4.51821, -0.30949], [-1.12801, 4.56972, -2.68534], [5.22805, -1.40187, -1.08319], [5.41590, -0.92902, -2.38170], [4.37645, -0.27311, -3.04321], [3.14046, -0.09998, -2.40854], [2.94496, -0.59445, -1.11959], [3.99501, -1.23685, -0.45068], [1.63025, -0.46139, -0.45937], [1.45874, -0.89233, 0.67426], [0.52359, 0.19022, -1.18793], [-0.74386, 0.27151, -0.59650], [-1.79265, 0.89798, -1.27317], [-1.57718, 1.45184, -2.53479], [-0.31703, 1.36737, -3.12871], [0.73282, 0.72648, -2.45760], [2.05244, 0.61081, -3.10921], [2.24143, 1.09324, -4.21995], [6.04099, -1.90491, -0.56415], [6.37296, -1.06890, -2.87936], [4.53201, 0.09797, -4.05489], [3.85397, -1.61343, 0.56092], [-0.91968, -0.15555, 0.38956], [-2.77734, 0.95537, -0.81430], [-2.39210, 1.94628, -3.05906], [-0.15756, 1.79779, -4.11597], [2.88738, -5.54281, 2.83379], [2.65183, -4.32389, 2.19837], [1.34293, -3.88297, 1.99678], [0.26507, -4.66943, 2.42124], [0.50027, -5.89940, 3.03441], [1.81493, -6.33201, 3.25173], [-0.62935, -6.75984, 3.44145], [-0.42361, -7.83884, 3.98336], [-2.00930, -6.30538, 3.17821], [-3.08824, -7.13669, 3.50633], [-4.39704, -6.70901, 3.27299], [-4.63197, -5.44978, 2.72160], [-3.55889, -4.62186, 2.38859], [-2.24459, -5.05498, 2.60852], [-1.11566, -4.18675, 2.21989], [-1.32117, -3.08180, 1.73096], [3.90756, -5.88222, 2.99919], [3.48757, -3.71473, 1.86126], [1.16673, -2.92788, 1.50468], [2.00638, -7.28487, 3.74208], [-2.91356, -8.12001, 3.94012], [-5.23317, -7.35823, 3.52368], [-5.65158, -5.11342, 2.54642], [-3.74990, -3.64208, 1.95395]],
  "forces_ev_per_angstrom": [[0.5892, 0.4875, 0.9082], [1.3120, -0.0979, -0.7336], [1.2447, 0.4271, 0.2981], [0.7292, -1.9138, 0.9159], [-0.5788, 1.8791, -0.6446], [-2.3102, -3.0689, -0.6257], [2.7951, 2.3245, 0.4536], [-2.2782, 1.3359, 0.5004], [1.9226, 1.3079, -0.9197], [-0.8064, -1.2084, -2.0764], [-2.0507, -0.4743, 1.1602], [0.2593, -2.0980, -1.3001], [-0.3533, 2.2265, 1.1081], [-0.4339, -0.1949, -0.0399], [-0.2589, -0.1821, 0.1037], [-0.3683, -0.0630, 0.6749], [0.3127, 0.0420, 0.0478], [0.1705, -0.3916, -0.8720], [0.0002, -0.2386, 1.0956], [-0.3512, 0.0740, 0.0790], [-0.3422, 0.1621, -0.0720], [0.2769, -0.1758, 0.1709], [0.6929, -0.3026, 0.0727], [0.6904, -0.2298, -0.0094], [0.2972, -0.0379, -0.2300], [-0.6250, -0.2189, 1.0150], [0.2737, 0.1206, -0.4424], [-0.3785, 0.0562, 0.1002], [-0.3134, 0.1660, -0.1458], [0.3465, -0.2591, 0.1948], [0.2874, -0.1845, -0.3756], [-0.2373, -0.0657, 0.2017], [-0.3708, 0.2173, -0.1212], [-0.2157, 0.7096, -1.2823], [0.0674, -0.3447, 0.6088], [-0.1476, 0.0881, -0.0773], [-0.1729, 0.0427, 0.0802], [-0.2211, -0.0048, 0.2601], [-0.1479, 0.1728, -0.2458], [0.2099, 0.0393, -0.2302], [0.2306, 0.1156, -0.1368], [0.1791, -0.0655, 0.2670], [0.1138, -0.1677, 0.2554], [-0.3368, -0.1150, 0.0580], [-0.4090, -0.0387, 0.0361], [0.2344, 0.0053, -0.0351], [0.6782, -0.0033, -0.0424], [0.5771, 0.0638, -0.0207], [0.2345, 0.1641, -0.1003], [0.3308, -1.1839, 0.5981], [-0.1387, 0.5289, -0.2685], [-0.6720, -0.1062, -0.0010], [-0.3509, 0.0938, -0.0525], [0.4225, -0.0218, 0.0338], [0.3538, 0.1303, -0.0497], [-0.2452, -0.1956, 0.0663], [-0.6900, -0.1309, 0.0553], [-0.1765, 1.5388, -0.6920], [0.0870, -0.8238, 0.3539], [-0.1909, 0.0363, -0.0162], [-0.1829, -0.0863, 0.0590], [-0.0929, -0.2015, 0.1709], [-0.2287, 0.2015, -0.1203], [0.1420, 0.2899, -0.1013], [0.1713, 0.1080, -0.0351], [0.2031, -0.0418, 0.0236], [0.2405, -0.2179, 0.0888]],
  "homo_ev": -5.0,
  "orbital_gap_ev": 5.27,
  "spin_multiplicity": 1,
  "largest_force_ha_per_bohr": 0.0757,
  "total_charge": -1,
  "energy_ha": -2072.26027
}


{
  "formula": "C31H28N3O6S2Se3Te2Zr",
  "method": "wB97M-V/def2-TZVPD",
  "species": ["Zr", "C", "O", "C", "C", "C", "C", "C", "C", "N", "N", "C", "C", "O", "C", "C", "C", "C", "C", "C", "C", "C", "H", "H", "H", "H", "H", "H", "H", "H", "H", "H", "H", "H", "H", "Se", "Se", "Te", "Se", "C", "C", "C", "C", "C", "C", "C", "S", "O", "O", "N", "C", "C", "C", "O", "O", "H", "H", "H", "H", "H", "H", "H", "H", "H", "H", "H", "H", "Te", "C", "C", "C", "C", "S", "H", "H", "H"],
  "positions_angstrom": [[0.16312, 0.37837, -0.12160], [2.65258, 2.73530, 0.71506], [1.77230, 1.73154, 1.21521], [1.85537, 1.42076, 2.53645], [2.79150, 1.99087, 3.38905], [2.83043, 1.61943, 4.72407], [1.93586, 0.68337, 5.21259], [0.99520, 0.12320, 4.36586], [0.94025, 0.47952, 3.02371], [-0.00369, -0.06142, 2.10649], [-0.83470, -0.84584, 2.64870], [-1.91472, -1.35387, 2.00789], [-2.49253, -0.77846, 0.85409], [-1.95645, 0.18423, 0.19429], [-3.76880, -1.26609, 0.41952], [-4.37571, -2.30889, 1.02437], [-3.79707, -2.94690, 2.16541], [-4.42428, -4.04069, 2.78993], [-3.86647, -4.63853, 3.88936], [-2.64852, -4.15380, 4.39225], [-2.01523, -3.09385, 3.79292], [-2.57776, -2.45672, 2.67004], [2.45767, 3.68393, 1.21830], [3.68770, 2.41839, 0.84650], [2.44149, 2.81448, -0.34624], [3.49639, 2.71657, 3.01756], [3.56714, 2.06754, 5.37836], [1.96370, 0.39168, 6.25430], [0.27822, -0.59784, 4.72993], [-4.20079, -0.78066, -0.44708], [-5.31957, -2.68369, 0.64104], [-5.35954, -4.40516, 2.37922], [-4.35241, -5.48227, 4.36251], [-2.19677, -4.62979, 5.25374], [-1.06304, -2.74417, 4.16553], [2.61172, -0.94185, 0.13543], [2.24313, 0.33862, -1.79475], [-0.45180, 3.25334, -1.72533], [-0.94600, 3.01134, 0.68216], [-7.63264, -1.10733, -1.91986], [-6.50262, -1.73678, -2.68945], [-6.37953, -3.12121, -2.78083], [-5.31414, -3.69899, -3.45214], [-4.35494, -2.87695, -4.02720], [-4.46052, -1.49622, -3.96002], [-5.54100, -0.93581, -3.30004], [-2.98201, -3.58903, -4.86987], [-2.07285, -2.51620, -5.16559], [-3.42312, -4.42762, -5.95440], [-2.43077, -4.62113, -3.73064], [-2.06471, -4.21167, -2.36636], [-1.16428, -2.99609, -2.25151], [-0.78880, -2.74118, -0.80303], [-1.00839, -3.57730, 0.05925], [-0.27349, -1.57743, -0.59669], [-8.33517, -1.85855, -1.56112], [-8.17837, -0.39416, -2.53940], [-7.24618, -0.56232, -1.05626], [-7.12410, -3.75490, -2.31326], [-5.21063, -4.77390, -3.52046], [-3.69777, -0.87870, -4.41342], [-5.62402, 0.14348, -3.23765], [-1.81304, -5.28939, -4.17421], [-1.58711, -5.07457, -1.90860], [-2.98074, -4.03252, -1.80092], [-1.66590, -2.10164, -2.62770], [-0.24790, -3.10387, -2.83666], [-1.62137, 0.95078, -2.74691], [-0.51317, 1.09519, -4.51558], [0.48075, 0.26436, -4.93963], [0.98021, 0.61558, -6.22375], [0.35932, 1.70951, -6.74582], [-0.84804, 2.30727, -5.69189], [0.85741, -0.55090, -4.33848], [1.77641, 0.08407, -6.72414], [0.55427, 2.19538, -7.68832]],
  "forces_ev_per_angstrom": [[0.9598, -0.4316, -0.1713], [0.0245, 0.0619, -0.1336], [-0.1466, 0.0020, 0.1859], [-0.0009, -0.0152, -0.0896], [-0.0081, -0.0095, 0.0138], [0.0086, 0.0167, -0.0457], [-0.0410, -0.0377, 0.0612], [-0.1141, -0.0227, -0.0577], [0.3090, 0.0903, 0.0956], [-0.3038, -0.1594, 0.0746], [0.1694, 0.0165, 0.1426], [-0.2000, -0.0198, -0.1278], [0.0242, 0.0547, -0.0093], [-0.1726, -0.0463, 0.1531], [-0.1045, 0.0162, -0.1167], [0.0338, -0.0116, 0.0250], [0.0268, 0.0066, 0.0391], [-0.0255, 0.0070, -0.0382], [0.0236, -0.0179, 0.0370], [-0.0204, 0.0206, -0.0392], [0.0040, -0.0228, 0.0152], [0.0711, 0.0583, 0.0147], [-0.0077, -0.0264, 0.0303], [-0.0051, -0.0349, -0.0052], [-0.0099, -0.0144, 0.0256], [0.0166, 0.0199, -0.0245], [0.0015, 0.0019, -0.0030], [-0.0070, -0.0111, -0.0059], [0.0122, 0.0000, 0.0090], [-0.0036, 0.0047, -0.0403], [0.0007, -0.0053, 0.0137], [0.0005, -0.0016, 0.0042], [-0.0046, 0.0003, -0.0050], [0.0062, -0.0010, 0.0013], [-0.0055, -0.0035, 0.0017], [-0.1312, 0.0837, -0.0065], [-0.1639, 0.0582, 0.0449], [-0.0148, 0.1459, -0.1056], [-0.0827, -0.0756, -0.1110], [0.0324, -0.0120, -0.0321], [-0.0088, 0.0297, 0.0231], [0.0186, -0.0459, -0.0010], [0.0004, 0.0946, 0.0079], [-0.0570, -0.0352, 0.0031], [-0.0468, -0.0570, 0.0286], [0.0040, 0.0520, 0.0704], [-0.0664, -0.0508, -0.0674], [0.0466, 0.0399, -0.0248], [0.0462, 0.0739, 0.0565], [0.0536, -0.1564, -0.0677], [0.0336, 0.0960, -0.0536], [0.0312, 0.0556, -0.0125], [-0.2042, -0.1217, 0.1477], [0.1109, 0.0493, -0.0709], [-0.0322, 0.3122, 0.1156], [-0.0027, 0.0013, 0.0000], [-0.0004, 0.0021, 0.0074], [-0.0187, 0.0018, 0.0055], [0.0012, 0.0050, 0.0008], [-0.0012, -0.0045, 0.0043], [0.0078, 0.0052, -0.0245], [0.0158, -0.0053, 0.0102], [-0.0282, -0.0374, 0.0537], [0.0003, -0.0044, 0.0359], [-0.0216, -0.0219, -0.0185], [0.0655, -0.0258, -0.0316], [0.0056, -0.0086, -0.0344], [-0.0646, 0.1070, -0.0857], [-0.0724, 0.0205, 0.0164], [0.0603, -0.0506, 0.0121], [-0.0103, 0.0484, 0.0440], [-0.0223, -0.0135, 0.0222], [0.0229, -0.0314, 0.0230], [-0.0089, 0.0036, 0.0003], [-0.0034, -0.0074, -0.0061], [-0.0057, -0.0056, -0.0103]],
  "homo_ev": -3.7,
  "orbital_gap_ev": 5.14,
  "spin_multiplicity": 1,
  "largest_force_ha_per_bohr": 0.0207,
  "de_lowest_kj_mol": 89.13,
  "total_charge": -1,
  "energy_ha": -10397.84658
}